1.
A molecular structure, C38H76O76S19. Source: the OMol25 dataset; level of theory: ωB97M-V/def2-TZVPD.

Geometry as XYZ:
```
209
Properties=species:S:1:pos:R:3:mulliken_charge:R:1
C 1.7399 1.5002 4.6055 0.01
C 0.6248 2.3445 5.4109 -0.52
O -0.2446 2.9681 4.4152 -0.23
S 0.6180 3.2229 3.0269 0.16
O 1.6816 4.2094 3.1298 -0.62
O -0.2893 3.3237 1.9110 0.33
O 1.3215 1.6962 3.2781 0.20
H 1.5688 0.4321 4.7392 -0.14
H 2.8177 1.6561 4.6514 0.27
H 0.7646 3.2131 6.0544 0.34
H 0.0599 1.6123 5.9880 0.25
C -6.5608 4.3702 1.1208 -0.53
C -7.1510 2.9509 1.2539 -0.16
O -6.1808 2.1827 0.5490 -0.37
S -4.6345 2.8133 0.7352 0.54
O -4.1212 3.0063 -0.5996 -0.57
O -3.7887 2.0678 1.6868 0.20
O -5.2508 4.1798 1.4812 -0.07
H -7.1337 5.1463 1.6283 0.45
H -6.6780 4.6756 0.0810 0.32
H -8.1960 2.8447 0.9629 0.38
H -7.0454 2.4889 2.2355 -0.03
C 0.1539 -2.7578 4.7535 -0.16
C -1.1052 -3.4405 4.2078 -0.13
O -2.1977 -2.6249 4.4579 -0.06
S -1.8478 -1.0099 4.7276 0.14
O -2.4100 -0.6232 6.0436 -0.56
O -2.1304 -0.2055 3.4652 0.07
O -0.2177 -1.3637 4.9003 -0.21
H 1.0223 -2.8917 4.1085 0.02
H 0.5427 -3.1077 5.7098 0.35
H -1.0952 -4.3264 4.8427 0.38
H -0.9979 -3.7278 3.1619 -0.07
C 8.4415 1.9115 -4.6059 -0.32
C 7.6617 2.5814 -3.3776 -0.39
O 7.4168 1.6364 -2.4518 -0.20
S 7.3055 0.0870 -3.1237 1.04
O 5.8800 -0.3076 -3.3515 -0.22
O 8.1160 -0.9202 -2.4444 -0.61
O 8.0174 0.5439 -4.5282 -0.35
H 9.5312 1.8876 -4.6136 0.29
H 8.0808 2.4548 -5.4793 0.28
H 6.7139 2.9828 -3.7362 0.23
H 8.2636 3.3189 -2.8466 0.39
C 5.6021 -6.0216 -1.8284 0.12
C 5.4456 -5.2273 -0.5377 -0.11
O 4.9137 -6.2012 0.3375 -0.23
S 5.3472 -7.7901 0.0045 0.99
O 4.1277 -8.5683 -0.1452 -0.49
O 6.3155 -8.3750 0.8556 -0.54
O 5.9973 -7.2345 -1.3592 -0.37
H 6.3337 -5.4639 -2.4129 0.23
H 4.6333 -6.0815 -2.3244 0.02
H 4.7852 -4.3640 -0.6191 -0.03
H 6.3510 -4.7835 -0.1237 0.34
C -5.5273 -3.4276 4.0253 0.30
C -5.7178 -2.3881 5.1983 -0.05
O -4.8511 -2.8601 6.2690 -0.26
S -4.5333 -4.4157 6.0355 1.10
O -5.6076 -5.3610 6.3194 -0.59
O -3.2726 -4.7154 6.7614 -0.57
O -4.4450 -4.1544 4.4253 -0.13
H -5.4391 -2.8457 3.1079 -0.44
H -6.3588 -4.1114 3.8544 0.37
H -6.7019 -2.4791 5.6581 0.43
H -5.5996 -1.3694 4.8290 -0.09
C 2.5055 6.8274 -3.0242 -0.41
C 3.1361 6.1499 -1.8289 -0.44
O 2.4096 4.9394 -1.5900 -0.29
S 0.9996 4.8389 -2.5349 0.93
O -0.1583 4.6422 -1.6864 -0.27
O 1.1367 3.9026 -3.6277 -0.61
O 1.1342 6.3790 -3.0121 -0.30
H 3.0388 6.4872 -3.9118 0.33
H 2.5662 7.8337 -2.6097 0.36
H 2.8350 6.7291 -0.9560 0.27
H 4.2058 5.9404 -1.8256 0.33
C -4.5905 1.6576 7.5914 0.01
C -5.6734 0.5319 7.5461 -0.44
O -5.9275 0.4141 6.1662 -0.30
S -5.8780 1.8074 5.2741 1.20
O -7.2102 2.4081 5.0912 -0.70
O -5.0036 1.6908 4.1590 -0.06
O -5.2017 2.4661 6.6324 -0.45
H -3.6632 1.1557 7.3150 -0.07
H -4.4132 2.1574 8.5436 0.40
H -6.5064 0.9068 8.1407 0.26
H -5.3105 -0.4216 7.9300 0.37
C -3.1669 4.4518 4.6729 0.57
C -1.9706 5.0692 4.0648 1.10
O -2.1444 6.4693 3.9698 -0.36
S -3.6153 6.9284 4.4046 1.01
O -4.4883 7.0029 3.3011 -0.49
O -3.7039 7.9891 5.3772 -0.61
O -3.8818 5.5009 5.2425 -0.48
H -2.9259 3.7499 5.4712 0.16
H -3.8677 4.0973 3.9170 -0.44
H -1.9105 4.6314 3.0684 -0.74
H -1.0907 5.0446 4.7077 0.29
C 1.6261 -5.9977 0.3153 -0.01
C 0.1921 -5.5292 -0.2142 0.19
O -0.1263 -6.4272 -1.2393 -0.48
S 1.1810 -6.5580 -2.2264 1.09
O 1.3633 -5.3628 -3.0039 -0.35
O 1.1365 -7.8399 -2.8727 -0.61
O 2.2065 -6.4673 -0.8874 -0.16
H 1.5681 -6.7987 1.0523 0.36
H 2.3074 -5.2093 0.6353 0.12
H 0.1086 -4.5411 -0.6668 -0.22
H -0.5375 -5.4253 0.5889 0.13
C -2.1351 6.5799 0.3385 -0.25
C -0.8336 7.2555 0.7973 0.19
O -0.7517 8.4262 0.0236 -0.39
S -1.9339 8.5321 -1.1122 1.12
O -1.4378 8.7893 -2.5119 -0.55
O -3.0620 9.3265 -0.6461 -0.58
O -2.2882 6.9833 -1.0107 -0.15
H -3.0444 7.0306 0.7361 0.38
H -2.1820 5.5095 0.5387 -0.14
H 0.0908 6.6969 0.6503 0.08
H -0.8089 7.4183 1.8747 0.25
C -5.2240 2.4413 -4.2447 -0.30
C -4.2492 1.6531 -3.3908 0.03
O -3.8282 0.5463 -4.1117 -0.17
S -4.2127 0.6916 -5.7813 1.06
O -4.7448 -0.5242 -6.4398 -0.50
O -3.1363 1.4393 -6.4246 -0.54
O -5.4311 1.7080 -5.3942 -0.43
H -4.8836 3.4766 -4.2632 0.32
H -6.2168 2.5151 -3.8008 0.26
H -4.8359 1.1691 -2.6100 0.07
H -3.3931 2.1842 -2.9747 0.15
C 5.0902 -0.9449 1.6870 0.23
C 5.6896 -0.1437 2.8478 -0.06
O 5.4130 -0.7263 4.0343 -0.42
S 4.9336 -2.3181 3.8322 1.04
O 3.9334 -2.8016 4.8048 -0.51
O 6.0755 -3.1820 3.6779 -0.55
O 4.2584 -1.8272 2.3787 -0.06
H 5.8704 -1.4405 1.1094 0.09
H 4.5298 -0.3628 0.9554 -0.25
H 5.1586 0.8050 2.7701 0.10
H 6.7746 -0.0808 2.9316 0.31
C 6.2471 -3.0575 -4.6478 -0.06
C 5.2295 -4.0990 -5.0478 -0.22
O 6.0090 -5.2876 -5.0762 -0.35
S 7.4517 -4.9751 -5.8076 1.02
O 7.1394 -4.7332 -7.2010 -0.56
O 8.5787 -5.8300 -5.4040 -0.53
O 7.5383 -3.5392 -5.0428 -0.29
H 6.2018 -3.0695 -3.5588 0.18
H 6.0582 -2.1083 -5.1494 0.27
H 4.9125 -3.7750 -6.0391 0.48
H 4.3732 -4.1615 -4.3763 0.10
C -1.6229 -0.7242 0.3570 -0.10
C -0.7583 0.6081 0.5554 -0.52
O 0.6302 0.2320 0.4368 0.63
S 0.7886 -1.3878 0.1178 -0.13
O 0.8705 -2.2684 1.3471 -0.09
O 1.7905 -1.7052 -0.8886 0.06
O -0.7633 -1.4580 -0.4771 0.14
H -2.4728 -0.4234 -0.2556 0.34
H -2.0925 -1.1534 1.2421 -0.29
H -0.8750 1.0298 1.5537 -0.14
H -1.0069 1.4791 -0.0509 0.19
C -3.5989 -3.9421 -1.3038 -0.10
C -3.2147 -4.0444 0.2512 0.37
O -4.3140 -3.5519 1.0492 -0.18
S -5.2646 -2.6136 0.1033 0.72
O -5.1636 -1.1920 0.5164 -0.36
O -6.6431 -3.1581 0.0176 -0.64
O -4.5287 -2.8492 -1.3478 -0.09
H -4.1179 -4.8135 -1.7032 0.33
H -2.6683 -3.7059 -1.8199 0.04
H -2.3064 -3.4875 0.4813 -0.54
H -2.9674 -5.0545 0.5777 0.51
C 2.2219 -1.4296 -3.8520 0.37
C 0.8083 -1.9980 -3.8264 -0.03
O 0.0606 -0.9986 -4.5065 -0.07
S 0.3987 0.4746 -3.8943 -0.28
O -0.2673 0.6154 -2.5864 0.01
O 0.2142 1.5141 -4.9125 -0.51
O 1.9916 -0.0278 -3.7537 -0.10
H 2.6513 -1.7067 -4.8148 0.30
H 2.9208 -1.7150 -3.0658 0.04
H 0.2730 -1.8867 -2.8834 -0.42
H 0.6692 -2.9902 -4.2557 0.32
C 3.3770 1.9278 -1.2781 0.31
C 2.7588 2.5128 -0.0070 -0.03
O 3.7444 3.5237 0.3247 -0.16
S 5.2710 3.2674 -0.0922 0.99
O 6.0983 2.8602 1.0418 -0.62
O 5.8332 4.2912 -1.0159 -0.64
O 4.7762 1.9207 -0.9437 -0.42
H 3.1370 2.5942 -2.1066 0.26
H 3.2611 0.9034 -1.6320 0.01
H 2.8189 1.7786 0.7964 0.45
H 1.7620 2.8253 -0.3182 -0.25
C -2.0148 -2.3480 -8.0458 -0.09
C -3.1250 -3.2983 -8.3180 -0.42
O -3.5591 -3.5649 -7.0299 -0.31
S -2.3150 -3.9003 -5.9338 0.77
O -1.5776 -5.2007 -6.0595 -0.57
O -2.5764 -3.5601 -4.5485 -0.14
O -1.3716 -2.7121 -6.7567 -0.21
H -2.5320 -1.4659 -7.6681 0.00
H -1.3521 -2.1515 -8.8886 0.34
H -2.6454 -4.1398 -8.8179 0.33
H -3.8918 -2.9085 -8.9875 0.35
```

Calculated values
HOMO: -10.77 eV
2S+1: 1
net charge: 0

2.
2 unconnected molecules or ions with the total composition C2H6N2O2. Source: the OMol25 dataset; level of theory: ωB97M-V/def2-TZVPD.

Geometry as XYZ:
```
12
Properties=species:S:1:pos:R:3:nbo_charge:R:1
C 1.6214 -0.5546 -0.5157 -0.53
N 0.8859 0.6621 -0.2167 0.15
N -1.2782 0.4979 -0.4656 -0.83
C -1.4065 0.0848 0.9257 0.55
O 0.8823 0.9231 1.0444 -0.40
O -1.5814 -1.0683 1.2045 -0.56
H -1.4430 -0.2767 -1.1061 0.39
H -1.6578 1.3851 -0.7756 0.40
H -1.4628 0.9591 1.5851 0.14
H 2.4548 -0.6700 0.1806 0.23
H 2.0287 -0.5334 -1.5258 0.21
H 0.9565 -1.4092 -0.3349 0.24
```

Calculated values
HOMO (alpha / beta): -8.83 / -8.83 eV
2S+1: 1
SMILES: CN=O.NC=O
net charge: 0

3.
C6H7N in the gas phase. Source: the OMol25 dataset; level of theory: ωB97M-V/def2-TZVPD.

Geometry as XYZ:
```
14
Properties=species:S:1:pos:R:3:nbo_charge:R:1
C 2.0668 0.0150 -0.1469 0.16
C 0.5145 0.0147 0.1833 0.29
C 3.0685 0.2767 -0.9396 -0.54
C -1.9235 -0.7916 -0.0039 -0.38
C -1.8517 0.3143 0.9818 -0.38
C -0.8689 0.2702 -0.1512 -0.33
N 1.3908 -0.6404 0.9195 -0.38
H 3.9824 -0.0769 -0.7705 0.20
H 3.0511 0.9112 -1.8972 0.21
H -1.7371 -1.8003 0.3662 0.23
H -2.6684 -0.8418 -0.7163 0.22
H -2.5697 1.0662 1.0141 0.22
H -1.3557 0.2994 2.0348 0.23
H -1.0991 0.9834 -0.8740 0.24
```

Calculated values
HOMO: -8.77 eV
2S+1: 1
SMILES: C=C1N=C1C1CC1
net charge: 0

4.
C5H5IN2S in the gas phase. Source: the OMol25 dataset; level of theory: ωB97M-V/def2-TZVPD.

Geometry as XYZ:
```
14
Properties=species:S:1:pos:R:3:nbo_charge:R:1
C -0.3994 2.4120 0.1488 -0.11
C -1.6815 2.0758 -0.1224 -0.10
C -0.4794 0.2304 0.4973 0.16
C 2.0458 -2.3781 -0.5191 -0.37
C 1.5299 -1.6101 0.4247 -0.31
N 0.3583 1.2168 0.4619 -0.46
N -1.8047 0.7212 0.0458 -0.55
S -0.2854 -1.4725 0.5406 0.27
I -3.4730 -0.4589 0.0840 0.38
H 0.0337 3.4026 -0.1420 0.22
H -2.4534 2.5827 -0.6618 0.23
H 3.1698 -2.6052 -0.6251 0.22
H 1.3743 -2.9287 -1.2931 0.21
H 2.0648 -1.1880 1.1605 0.21
```

Calculated values
HOMO: -8.19 eV
2S+1: 1
SMILES: C=CSc1nccn1I
net charge: 0

Quick rundown of ΔE to the lowest compared entry with this formula, charge and spin, same order as above: 127.1, 434.1, 483.2, 0.0 kJ/mol
Quick rundown of strongest force on any atom, same order as above: 5.45, 5.12, 5.95, 4.14 eV/Å